Molecular formula: C21H47BF5NO8S
Method: DFT, wB97M-V/def2-TZVPD

XYZ file:
```
84
Properties=species:S:1:pos:R:3:forces:R:3
N -0.805 -3.065 -0.473 -0.314 1.117 0.184
B -0.056 -1.806 -0.368 0.177 -0.890 -0.389
O 1.256 -1.807 0.010 -0.661 0.960 0.444
C -0.814 -0.424 -0.662 0.529 0.368 0.193
C -0.784 0.514 0.556 0.150 0.404 -0.513
C -1.439 1.833 0.132 -0.396 -0.335 -0.165
C -2.022 2.645 1.287 -0.069 0.016 0.037
C -3.549 2.652 1.372 -0.036 -0.062 0.502
C -4.218 1.288 1.179 -0.291 -0.022 -0.419
C -5.150 1.255 -0.022 0.302 0.045 0.126
F -6.335 1.858 0.289 0.324 -0.112 -0.266
F -4.609 1.907 -1.097 -0.356 -0.118 0.314
C -5.447 -0.178 -0.503 -0.464 -0.105 -0.590
F -6.432 -0.173 -1.427 0.607 -0.124 0.558
F -4.340 -0.704 -1.067 -0.488 0.081 0.330
F -5.825 -0.963 0.521 0.164 0.251 -0.383
C -0.424 2.623 -0.662 0.093 0.678 0.566
O 0.481 1.799 -1.430 -0.209 -0.169 0.051
S -0.109 0.462 -2.058 0.134 -1.068 -0.482
O 1.039 -0.270 -2.501 0.169 0.313 0.055
O -1.136 0.737 -3.014 -0.228 0.471 0.203
H -1.575 -2.879 -1.108 -0.193 -0.244 -0.017
H -1.274 -3.284 0.406 0.248 -0.679 0.081
H 1.417 -2.303 0.813 0.477 -0.617 0.108
H -1.861 -0.591 -0.888 -0.131 -0.033 -0.417
H 0.249 0.734 0.812 0.177 -0.222 0.380
H -1.282 0.080 1.415 -0.073 -0.228 0.136
H -2.249 1.577 -0.550 -0.194 0.014 -0.077
H -1.635 2.248 2.223 0.164 -0.060 0.151
H -1.697 3.682 1.250 0.133 0.181 -0.070
H -3.811 2.995 2.368 -0.046 0.179 0.142
H -3.976 3.389 0.702 -0.012 0.044 -0.316
H -4.836 1.014 2.026 -0.091 -0.006 0.204
H -3.499 0.483 1.066 0.216 -0.064 -0.083
H -0.878 3.390 -1.275 -0.108 -0.057 -0.490
H 0.207 3.155 0.046 0.388 -0.086 0.008
C -1.541 7.279 -3.537 0.030 0.013 0.152
C -0.646 6.072 -3.774 -0.318 0.043 -0.244
C -0.572 5.712 -5.249 0.115 -0.104 0.006
O -1.112 4.953 -3.017 0.152 0.063 0.175
H -2.562 7.066 -3.866 0.016 -0.001 -0.079
H -1.583 7.523 -2.475 0.036 0.008 0.001
H -1.181 8.152 -4.081 -0.009 0.000 -0.018
H 0.356 6.283 -3.400 0.016 -0.076 0.076
H -1.565 5.453 -5.627 -0.031 0.071 0.004
H 0.072 4.846 -5.399 0.024 0.012 0.017
H -0.185 6.542 -5.840 -0.017 0.012 -0.005
H -1.997 4.737 -3.328 -0.039 -0.063 -0.062
C 4.834 1.902 -0.863 0.041 0.047 0.115
C 4.578 0.428 -0.583 -0.273 0.179 -0.323
C 4.499 -0.385 -1.862 -0.002 -0.130 -0.100
O 3.361 0.268 0.145 0.358 0.169 0.346
H 4.023 2.318 -1.466 0.011 -0.050 -0.069
H 4.874 2.467 0.070 0.030 -0.022 0.016
H 5.773 2.048 -1.399 -0.003 0.003 -0.021
H 5.372 0.038 0.055 -0.071 -0.017 0.129
H 3.663 -0.030 -2.469 0.023 0.002 -0.037
H 4.305 -1.432 -1.629 0.005 -0.011 -0.004
H 5.413 -0.324 -2.457 0.029 0.061 0.053
H 2.647 0.599 -0.413 -0.088 -0.180 -0.104
C 4.702 -2.656 1.357 -0.190 -0.005 -0.162
C 4.225 -2.425 2.779 0.277 -0.276 -0.061
C 5.227 -2.933 3.804 -0.099 0.042 0.123
O 2.956 -3.060 2.979 -0.194 0.246 -0.037
H 4.828 -3.726 1.163 0.096 -0.009 0.083
H 3.962 -2.279 0.650 0.041 0.099 0.003
H 5.652 -2.157 1.166 0.008 -0.018 0.019
H 4.053 -1.359 2.933 -0.144 0.004 -0.004
H 5.376 -4.011 3.689 0.045 0.005 -0.071
H 4.864 -2.758 4.817 0.004 0.037 -0.003
H 6.193 -2.440 3.690 0.004 -0.011 -0.018
H 3.085 -4.004 2.847 0.010 -0.091 -0.011
C -2.552 -6.632 3.214 -0.136 0.044 -0.052
C -1.759 -5.969 2.099 0.185 -0.032 0.318
C -0.260 -6.090 2.323 0.074 0.083 -0.118
O -2.128 -4.591 1.983 -0.083 0.102 -0.176
H -2.333 -6.155 4.173 0.076 -0.031 0.007
H -3.622 -6.533 3.034 0.003 -0.021 -0.033
H -2.309 -7.691 3.294 0.017 -0.004 0.011
H -2.021 -6.424 1.144 -0.043 0.094 -0.066
H 0.027 -5.596 3.255 -0.038 -0.052 0.051
H 0.286 -5.608 1.511 -0.027 -0.021 -0.040
H 0.049 -7.134 2.378 -0.005 -0.013 0.018
H -1.910 -4.159 2.815 -0.007 -0.018 0.100
```
Positions in Å, forces in eV/Å.

Frontier orbital gap = 10.0 eV
Structure (SMILES) = NB(O)[C@H]1C[C@@H](CCCC(F)(F)C(F)(F)F)COS1(=O)=O.CC(C)O.CC(C)O.CC(C)O.CC(C)O
HOMO = -9.637 eV


Molecular formula: C21H47BNO17P3
Method: DFT, wB97M-V/def2-TZVPD

XYZ file:
```
90
Properties=species:S:1:pos:R:3:forces:R:3
C 5.041 5.417 -2.154 -0.139 -0.940 0.951
C 4.836 4.372 -1.259 -0.376 1.361 -0.825
C 3.548 4.434 -0.379 0.819 0.953 1.129
C 2.534 3.264 -0.624 0.118 -1.248 0.764
C 1.959 2.511 0.667 -0.707 1.609 -0.046
B 2.995 1.937 1.773 0.438 -1.230 0.677
C 4.603 1.965 1.676 0.170 0.028 0.707
O 2.443 1.350 2.947 0.373 1.872 -1.144
N 1.071 1.546 -0.049 0.526 -1.089 -0.747
C 1.573 1.200 -1.213 0.766 0.353 0.331
O 0.929 0.365 -2.063 0.707 1.986 1.605
C 0.238 1.201 -3.042 -1.010 0.558 -2.082
C -1.290 1.427 -2.739 0.838 1.907 -1.664
C -1.922 1.975 -4.095 0.530 -0.521 -0.348
O -1.354 2.555 -1.812 -0.270 -0.723 0.555
C 2.961 1.960 -1.392 -1.497 -0.907 -1.364
C 3.349 2.018 -2.916 2.121 -1.668 -3.298
O 2.980 2.956 -3.649 -0.961 0.513 1.575
O 4.065 1.044 -3.389 -1.641 1.390 2.622
H 5.003 6.459 -1.726 -1.404 -0.927 -1.054
H 5.173 5.236 -3.253 1.368 0.255 1.318
H 5.562 3.527 -1.202 -1.524 -0.100 -0.803
H 3.802 4.538 0.723 -0.439 -0.434 -0.970
H 3.002 5.390 -0.629 0.687 -1.006 0.142
H 1.582 3.604 -1.124 1.273 0.106 0.164
H 1.299 3.212 1.260 0.448 -0.670 -0.583
H 5.029 1.416 2.569 -0.437 0.586 -0.905
H 5.002 3.013 1.721 -0.209 -0.889 -0.252
H 5.020 1.453 0.771 -0.422 0.631 0.612
H 2.873 1.851 3.672 -0.197 -0.914 -0.038
H 0.160 1.190 0.250 0.422 0.340 0.025
H 0.382 0.748 -4.064 -0.057 0.056 1.325
H 0.704 2.230 -3.122 -0.165 -1.170 0.232
H -1.827 0.534 -2.342 0.515 0.860 -0.160
H -3.038 2.005 -4.070 0.964 -0.188 0.051
H -1.555 1.360 -4.968 -0.751 0.449 0.927
H -1.562 3.027 -4.315 -0.243 -1.053 0.493
H -1.090 3.363 -2.289 -0.188 -0.659 0.099
H 3.728 1.268 -0.957 -0.558 0.864 0.069
C -4.041 -3.817 -4.191 -0.344 -0.009 0.005
O -2.733 -3.983 -4.738 1.149 -0.812 3.002
P -1.582 -2.846 -4.216 -0.055 4.606 -7.994
O -2.317 -1.675 -4.830 -0.359 -0.173 1.629
O -0.474 -3.418 -5.279 -0.097 -0.921 1.455
C -0.501 -4.762 -5.750 0.187 -0.318 -0.320
O -0.410 -1.825 -3.538 -0.941 -2.461 2.158
C 0.662 -2.453 -2.821 0.492 -0.156 0.201
H -4.627 -4.702 -4.440 0.195 -0.074 0.036
H -3.989 -3.718 -3.106 -0.189 -0.065 -0.022
H -4.523 -2.942 -4.626 0.171 0.072 0.046
H -1.187 -4.845 -6.593 -0.079 -0.059 0.117
H -0.784 -5.461 -4.962 -0.066 0.014 -0.140
H 0.500 -5.025 -6.096 0.013 0.221 0.089
H 1.391 -2.873 -3.517 -0.097 -0.042 -0.022
H 0.279 -3.239 -2.165 0.157 -0.019 0.033
H 1.154 -1.695 -2.216 -0.124 -0.218 -0.163
C -1.382 3.860 3.858 -0.076 -0.016 -0.322
O -0.982 3.220 5.072 -2.078 2.012 1.693
P -0.069 4.187 6.133 8.311 -4.177 -1.889
O 1.085 4.337 5.167 -1.181 1.139 -0.089
O 0.214 2.901 7.114 -1.601 0.615 0.291
C -0.675 1.790 7.183 0.010 -0.438 0.162
O 0.672 5.204 7.272 -3.427 0.508 -0.325
C -0.016 5.382 8.517 0.087 0.058 0.391
H -2.111 3.220 3.361 -0.028 -0.027 0.185
H -1.843 4.825 4.071 -0.028 -0.013 -0.234
H -0.523 3.992 3.201 0.061 0.095 0.167
H -0.448 1.085 6.383 -0.136 0.066 -0.051
H -1.718 2.102 7.128 0.064 -0.121 -0.079
H -0.519 1.285 8.138 0.129 0.184 -0.001
H 0.129 4.508 9.155 -0.058 -0.019 -0.063
H -1.081 5.548 8.351 0.021 0.084 0.225
H 0.402 6.254 9.018 -0.001 -0.011 -0.140
C -4.854 -7.683 -0.065 -0.275 -0.241 -0.157
O -3.598 -7.354 0.537 -1.321 2.796 1.235
P -2.850 -5.955 -0.070 6.439 -4.491 -4.717
O -2.674 -6.488 -1.470 -1.409 0.965 0.365
O -1.495 -6.253 0.804 -1.247 0.728 0.924
C -1.517 -7.029 1.999 0.317 -0.229 0.301
O -2.249 -4.420 -0.476 -2.660 0.102 1.919
C -2.147 -3.476 0.598 0.250 0.307 0.121
H -5.319 -8.469 0.529 0.113 0.105 0.122
H -5.508 -6.811 -0.079 -0.133 -0.155 -0.071
H -4.700 -8.052 -1.079 0.094 0.169 0.001
H -1.453 -8.089 1.752 -0.152 0.021 0.042
H -2.409 -6.831 2.593 0.062 -0.138 -0.036
H -0.643 -6.764 2.596 0.001 0.132 -0.187
H -1.270 -3.697 1.210 -0.062 -0.059 0.016
H -3.046 -3.495 1.217 0.089 0.209 0.064
H -2.034 -2.480 0.170 -0.072 -0.088 -0.065
```
Positions in Å, forces in eV/Å.

Frontier orbital gap = 4.7 eV
HOMO = -7.328 eV